{
  "formula": "C4H11NO2",
  "method": "ωB97M-V/def2-TZVPD",
  "orbital_gap_ha": 0.3673,
  "smiles": "C[C@@H](N)COCO",
  "e_above_lowest_kcal_mol": 27.2,
  "multiplicity": 1,
  "species": ["H", "H", "O", "H", "H", "C", "H", "O", "C", "C", "C", "N", "H", "H", "H", "H", "H", "H"],
  "coordinates": [[0.07451, -1.32478, 0.09141], [1.54874, -1.00972, 2.07143], [0.20851, 1.22069, -1.11000], [-0.05770, -1.57500, 2.55740], [0.38055, 0.12220, 2.77230], [0.72201, 0.73943, 0.12204], [-1.62962, 0.12667, -2.49501], [-0.87387, -0.44503, -2.33066], [0.49386, -0.74595, 2.12465], [-0.05797, -0.44704, 0.73287], [0.26863, 0.34650, -2.19468], [-1.48633, -0.21869, 0.82624], [1.77770, 0.45830, -0.00322], [0.66305, 1.60425, 0.78990], [-1.67008, 0.64269, 1.33726], [0.40830, 0.98155, -3.08331], [-1.88054, -0.12604, -0.10321], [1.11022, -0.35005, -2.10541]]
}